Record 1
# C46H114N6O16S4

A cluster of 12 separate species, C46H114N6O16S4 in total (the ωB97M-V functional and the def2-TZVPD basis, the OMol25 dataset).

Calculated values
- 2S+1: 1
- Highest occupied orbital energy: -8.5 eV
- Energy relative to the best compared isomer or geometry (same formula, charge and spin): 0.000 eV
- SMILES: O=S1(=O)CCCC1.O=S1(=O)CCCC1.O=S1(=O)CCCC1.O=S1(=O)CCCC1.COC[C@H](C)N.COC[C@H](C)N.COC[C@H](C)N.COC[C@H](C)N.COC[C@H](C)N.COC[C@H](C)N.CC(C)O.CC(C)O

Positions of all 186 atoms, in Å:
O -25.36 -16.50 -5.31
S -26.13 -15.33 -5.64
O -25.60 -14.07 -5.21
C -26.51 -15.20 -7.44
C -28.01 -15.47 -7.58
C -28.71 -15.01 -6.29
C -27.88 -15.51 -5.11
H -25.82 -15.73 -8.08
H -26.42 -14.13 -7.67
H -28.50 -14.88 -8.35
H -28.14 -16.53 -7.77
H -29.73 -15.40 -6.24
H -28.80 -13.92 -6.35
H -28.09 -16.58 -5.03
H -28.03 -15.06 -4.14
O -32.49 -18.49 -9.06
S -31.19 -17.95 -8.73
O -30.81 -17.79 -7.35
C -29.92 -18.74 -9.74
C -29.16 -17.58 -10.41
C -30.18 -16.46 -10.73
C -31.07 -16.29 -9.48
H -30.49 -19.22 -10.53
H -29.41 -19.40 -9.05
H -28.40 -17.20 -9.72
H -28.71 -17.96 -11.32
H -30.81 -16.78 -11.56
H -29.68 -15.52 -10.93
H -32.11 -16.07 -9.74
H -30.68 -15.64 -8.71
O -34.47 -22.61 -3.42
S -35.67 -22.00 -2.88
O -35.68 -20.66 -2.34
C -36.97 -22.19 -4.09
C -37.31 -23.67 -4.05
C -37.31 -24.08 -2.59
C -36.35 -23.22 -1.72
H -36.58 -21.78 -5.02
H -37.73 -21.54 -3.64
H -38.25 -23.89 -4.56
H -36.52 -24.25 -4.54
H -37.25 -25.16 -2.46
H -38.30 -23.84 -2.19
H -35.58 -23.81 -1.24
H -36.97 -22.69 -1.00
O -23.26 -21.31 -1.90
S -23.82 -20.04 -1.47
O -23.17 -18.78 -1.70
C -25.53 -19.96 -2.05
C -26.47 -20.35 -0.91
C -25.64 -20.83 0.28
C -24.28 -20.16 0.30
H -25.61 -20.64 -2.89
H -25.65 -18.91 -2.33
H -27.14 -19.53 -0.64
H -27.13 -21.18 -1.18
H -25.41 -21.90 0.16
H -26.17 -20.74 1.23
H -23.46 -20.67 0.79
H -24.31 -19.11 0.62
C -24.60 -22.72 -9.11
O -25.33 -21.65 -8.55
C -24.57 -20.48 -8.43
C -25.30 -19.43 -7.58
C -26.66 -19.13 -8.19
N -24.55 -18.19 -7.50
H -25.24 -23.59 -9.08
H -23.72 -22.94 -8.49
H -24.23 -22.52 -10.12
H -23.66 -20.65 -7.84
H -24.26 -20.06 -9.39
H -25.40 -19.86 -6.57
H -27.25 -20.03 -8.34
H -26.52 -18.51 -9.07
H -27.25 -18.54 -7.48
H -23.70 -18.34 -6.96
H -25.10 -17.59 -6.88
C -28.44 -24.13 -3.26
O -27.32 -23.75 -2.48
C -27.41 -24.19 -1.14
C -26.03 -24.76 -0.82
C -25.83 -26.08 -1.55
N -25.86 -25.10 0.59
H -29.33 -23.65 -2.83
H -28.61 -25.20 -3.36
H -28.31 -23.67 -4.24
H -27.65 -23.36 -0.46
H -28.13 -24.99 -0.92
H -25.28 -24.03 -1.14
H -26.57 -26.80 -1.20
H -24.90 -26.59 -1.27
H -25.79 -25.99 -2.64
H -26.00 -24.26 1.15
H -24.92 -25.37 0.84
C -32.20 -20.69 -2.64
O -30.90 -20.30 -3.03
C -30.79 -20.12 -4.45
C -29.31 -20.08 -4.81
C -28.52 -19.02 -4.06
N -29.19 -19.82 -6.24
H -32.27 -20.53 -1.56
H -32.37 -21.75 -2.82
H -32.96 -20.01 -3.04
H -31.34 -20.94 -4.91
H -31.20 -19.13 -4.69
H -28.87 -21.04 -4.53
H -28.53 -19.16 -2.98
H -28.92 -18.01 -4.22
H -27.47 -18.96 -4.33
H -29.87 -20.39 -6.75
H -29.38 -18.85 -6.47
C -32.06 -21.85 -7.59
O -30.63 -21.85 -7.69
C -30.07 -23.09 -7.28
C -28.56 -23.18 -7.50
C -28.03 -24.60 -7.49
N -27.70 -22.34 -6.64
H -32.38 -22.39 -6.69
H -32.41 -22.42 -8.45
H -32.39 -20.82 -7.48
H -30.45 -23.34 -6.28
H -30.50 -23.89 -7.89
H -28.44 -22.71 -8.49
H -28.17 -25.01 -6.48
H -26.96 -24.66 -7.68
H -28.54 -25.20 -8.24
H -28.08 -21.40 -6.57
H -26.80 -22.15 -7.06
C -38.53 -18.58 2.21
O -38.45 -19.22 0.95
C -37.16 -19.73 0.66
C -36.08 -18.64 0.52
C -36.43 -17.60 -0.55
N -34.80 -19.32 0.20
H -38.25 -19.35 2.95
H -39.58 -18.38 2.35
H -37.87 -17.72 2.39
H -36.85 -20.34 1.51
H -37.13 -20.37 -0.22
H -35.96 -18.11 1.47
H -37.46 -17.26 -0.38
H -36.37 -18.03 -1.55
H -35.88 -16.66 -0.57
H -34.91 -19.72 -0.73
H -34.21 -18.50 0.09
C -29.63 -19.44 0.04
O -28.67 -18.69 0.78
C -28.40 -17.45 0.14
C -29.39 -16.38 0.62
C -29.23 -15.15 -0.26
N -29.16 -15.95 2.01
H -30.23 -19.92 0.82
H -29.25 -20.27 -0.56
H -30.31 -18.78 -0.51
H -27.39 -17.07 0.32
H -28.48 -17.48 -0.95
H -30.42 -16.77 0.59
H -29.49 -15.34 -1.30
H -28.25 -14.72 -0.03
H -29.95 -14.38 0.05
H -29.48 -16.63 2.69
H -28.16 -15.89 2.15
C -32.94 -15.33 -2.54
C -32.17 -16.43 -3.29
C -31.07 -15.79 -4.14
O -31.62 -17.24 -2.25
H -33.89 -15.66 -2.12
H -33.10 -14.51 -3.24
H -32.35 -14.97 -1.70
H -32.85 -16.98 -3.94
H -30.43 -15.17 -3.51
H -31.53 -15.27 -4.98
H -30.53 -16.60 -4.64
H -31.15 -17.99 -2.65
C -34.36 -24.21 1.61
C -33.83 -22.80 1.40
C -32.35 -22.79 1.07
O -34.62 -22.13 0.45
H -35.43 -24.14 1.85
H -33.83 -24.71 2.42
H -34.24 -24.80 0.71
H -33.90 -22.28 2.37
H -31.74 -23.29 1.82
H -31.92 -21.78 1.00
H -32.18 -23.24 0.08
H -34.54 -21.16 0.53

***

Record 2
# C46H116F12N9O12P2S2

A cluster of 11 separate species, C46H116F12N9O12P2S2 in total (the ωB97M-V functional and the def2-TZVPD basis, the OMol25 dataset).

Calculated values
- Charge: +7
- 2S+1: 1
- Highest occupied orbital energy: -20.2 eV

Positions of all 199 atoms, in Å:
C 5.76 -11.04 18.77
F 4.46 -11.21 18.99
F 6.06 -9.75 18.93
F 6.46 -11.77 19.62
S 6.39 -11.42 17.08
O 5.54 -10.61 16.21
O 7.80 -11.15 17.17
N 6.01 -13.09 17.01
S 7.09 -13.63 15.94
O 7.70 -12.72 14.99
O 7.98 -14.67 16.43
C 5.91 -14.72 14.88
F 5.11 -13.90 14.16
F 6.65 -15.31 13.95
F 5.20 -15.61 15.63
C 13.66 -22.17 17.33
C 14.30 -20.90 16.78
C 13.91 -20.39 15.39
C 14.73 -19.23 14.93
P 14.12 -18.31 13.45
C 13.84 -19.50 12.10
C 14.98 -20.03 11.24
C 14.42 -21.03 10.22
C 15.35 -22.03 9.65
C 12.43 -17.75 13.85
C 11.74 -16.91 12.79
C 10.54 -16.09 13.30
C 11.01 -14.74 13.91
C 15.11 -16.77 12.96
C 15.00 -15.69 14.01
C 16.11 -14.65 13.86
C 16.13 -13.50 14.87
H 13.06 -22.62 16.53
H 12.95 -21.94 18.12
H 14.43 -22.90 17.53
H 15.38 -20.91 16.99
H 14.09 -20.09 17.49
H 12.84 -20.19 15.50
H 13.84 -21.27 14.74
H 15.77 -19.45 14.68
H 14.71 -18.31 15.53
H 13.09 -18.99 11.50
H 13.33 -20.30 12.65
H 15.87 -20.32 11.79
H 15.36 -19.18 10.66
H 14.10 -20.42 9.37
H 13.52 -21.52 10.59
H 14.82 -22.93 9.33
H 15.97 -22.48 10.44
H 16.06 -21.62 8.94
H 12.55 -17.13 14.75
H 12.03 -18.70 14.22
H 11.44 -17.56 11.96
H 12.50 -16.29 12.30
H 9.97 -16.68 14.02
H 9.97 -15.88 12.39
H 11.79 -14.92 14.64
H 10.14 -14.30 14.39
H 11.44 -14.10 13.13
H 15.00 -16.43 11.93
H 16.16 -17.07 12.93
H 14.97 -16.03 15.05
H 14.03 -15.18 13.93
H 16.00 -14.26 12.85
H 17.08 -15.09 14.06
H 17.08 -12.98 14.74
H 16.16 -13.83 15.91
H 15.27 -12.86 14.70
C 3.24 -20.52 14.87
C 4.75 -20.41 14.51
C 5.06 -18.99 13.97
O 6.40 -18.89 13.46
C 6.74 -19.61 12.27
N 5.65 -20.78 15.68
H 5.41 -20.32 16.56
H 5.72 -21.77 15.89
H 6.60 -20.45 15.50
H 2.96 -20.10 15.84
H 2.94 -21.57 14.98
H 2.66 -20.21 14.00
H 4.97 -21.15 13.74
H 5.13 -18.26 14.78
H 4.34 -18.64 13.23
H 6.90 -20.68 12.43
H 7.77 -19.27 12.23
H 6.08 -19.23 11.49
C 1.46 -15.80 6.85
C 2.66 -15.24 7.68
C 2.53 -15.47 9.20
O 3.49 -14.66 9.87
C 3.81 -15.00 11.20
N 4.02 -15.50 7.10
H 4.13 -15.42 6.09
H 4.67 -14.85 7.52
H 4.27 -16.48 7.28
H 1.50 -15.40 5.84
H 0.49 -15.45 7.23
H 1.44 -16.88 6.96
H 2.54 -14.15 7.68
H 2.85 -16.52 9.30
H 1.54 -15.34 9.65
H 4.30 -15.98 11.19
H 3.03 -14.92 11.96
H 4.62 -14.31 11.45
C 2.03 -10.51 13.05
C 2.89 -9.55 13.87
C 3.41 -8.39 12.99
O 4.52 -7.82 13.72
C 5.89 -8.13 13.41
N 2.06 -9.09 15.07
H 1.25 -8.60 14.70
H 1.76 -9.76 15.78
H 2.48 -8.32 15.60
H 2.25 -10.55 11.99
H 1.00 -10.14 13.06
H 2.00 -11.48 13.56
H 3.80 -9.98 14.27
H 2.66 -7.66 12.69
H 3.75 -8.89 12.08
H 6.27 -9.00 13.95
H 6.54 -7.31 13.70
H 6.04 -8.20 12.33
C 9.98 -17.16 16.62
C 10.85 -17.41 17.85
C 10.67 -16.29 18.88
O 11.33 -16.66 20.09
C 11.46 -15.50 20.90
N 10.35 -18.72 18.44
H 9.42 -18.66 18.87
H 10.33 -19.52 17.82
H 10.96 -19.02 19.20
H 8.89 -17.15 16.73
H 10.23 -17.88 15.84
H 10.30 -16.21 16.18
H 11.89 -17.64 17.64
H 9.61 -16.25 19.16
H 11.00 -15.32 18.50
H 12.13 -14.77 20.45
H 11.92 -15.83 21.83
H 10.46 -15.14 21.16
C 7.62 -7.32 25.21
C 8.25 -8.12 24.08
O 8.05 -9.29 23.99
N 9.28 -7.55 23.16
H 9.74 -6.77 23.64
H 9.98 -8.26 22.96
C 8.48 -6.94 21.98
H 6.54 -7.49 25.19
H 7.49 -6.25 24.98
H 8.12 -7.52 26.15
H 8.35 -7.72 21.23
H 9.13 -6.19 21.54
H 7.47 -6.62 22.22
C 6.19 -14.52 20.63
C 4.74 -14.20 20.34
O 3.95 -14.13 21.23
N 4.25 -14.25 18.85
H 3.37 -13.81 18.57
H 5.01 -13.82 18.29
C 4.07 -15.80 18.57
H 6.20 -15.58 20.87
H 6.36 -13.91 21.52
H 6.79 -14.28 19.75
H 3.56 -15.86 17.61
H 3.46 -16.13 19.40
H 5.08 -16.17 18.50
C 3.53 -11.35 22.91
C 4.10 -9.97 23.06
O 5.28 -9.73 22.94
N 3.21 -8.79 23.21
H 2.26 -9.09 23.47
H 3.42 -8.17 23.99
C 3.13 -7.88 21.99
H 2.65 -11.48 23.54
H 4.23 -12.06 23.34
H 3.43 -11.63 21.86
H 2.56 -8.41 21.23
H 4.15 -7.69 21.66
H 2.82 -6.87 22.24
C 2.77 -4.61 14.44
C 4.14 -4.21 14.89
O 5.02 -3.87 14.17
N 4.52 -4.53 16.32
H 4.91 -3.73 16.80
H 3.80 -5.02 16.86
C 5.48 -5.70 16.23
H 1.98 -4.44 15.17
H 2.74 -5.67 14.17
H 2.45 -4.20 13.49
H 5.01 -6.59 15.83
H 5.88 -5.95 17.21
H 6.28 -5.43 15.54
P 2.05 -7.09 18.22
F 1.76 -5.50 18.17
F 1.02 -7.27 19.45
F 0.74 -7.38 17.26
F 2.23 -8.69 18.36
F 3.01 -7.03 16.84
F 3.24 -6.71 19.21

***

Kohn-Sham gap for every record listed, in sequence, given in eV: 8.66; 7.39.